{
  "formula": "C33H74FN6O10P3",
  "method": "ωB97M-V/def2-TZVPD",
  "lumo_ev": 0.5,
  "gap_ev": 8.9,
  "total_energy_ha": -3506.54694,
  "relative_energy_ev": 4.015,
  "species": ["P", "P", "P", "F", "O", "O", "O", "O", "O", "O", "O", "O", "O", "O", "N", "N", "N", "N", "N", "N", "C", "C", "C", "C", "C", "C", "C", "C", "C", "C", "C", "C", "C", "C", "C", "C", "C", "C", "C", "C", "C", "C", "C", "C", "C", "C", "C", "C", "C", "C", "C", "C", "C", "H", "H", "H", "H", "H", "H", "H", "H", "H", "H", "H", "H", "H", "H", "H", "H", "H", "H", "H", "H", "H", "H", "H", "H", "H", "H", "H", "H", "H", "H", "H", "H", "H", "H", "H", "H", "H", "H", "H", "H", "H", "H", "H", "H", "H", "H", "H", "H", "H", "H", "H", "H", "H", "H", "H", "H", "H", "H", "H", "H", "H", "H", "H", "H", "H", "H", "H", "H", "H", "H", "H", "H", "H", "H"],
  "positions_angstrom": [[-1.71501, -3.33731, -0.69786], [0.29986, -3.44150, -1.46636], [-3.27838, -3.25220, -2.26168], [-2.12892, -4.91965, -4.26510], [0.47970, -3.92264, -3.08690], [-4.24609, -2.23193, -5.65476], [3.38986, 3.38370, -0.72929], [5.03887, -1.23768, 8.16643], [3.22895, 0.17909, 4.47746], [-8.67600, -0.28251, -1.06766], [-4.86832, -0.83325, -0.51437], [6.35750, 0.85507, 1.92308], [1.07358, -1.91573, -1.16308], [1.07198, -4.47678, -0.58635], [8.44163, 0.44125, 1.20511], [4.53782, -2.32699, 6.27070], [-9.49801, 1.07201, -2.65541], [-4.69022, -3.19638, -3.35538], [4.88358, 1.67168, 4.21784], [3.53541, 5.51501, -1.41099], [-5.56400, 0.27463, -1.13286], [3.31711, 1.95927, 6.08234], [6.98802, -1.45098, 1.77516], [7.22152, 0.03036, 1.64628], [-1.67579, -0.08635, -4.66693], [-4.42706, -2.81737, -4.55799], [-0.62213, 3.27461, -1.50613], [0.37519, 2.26604, 0.81745], [-0.19583, 1.95152, -3.82630], [-1.46176, -1.41999, -3.74114], [0.03988, 1.98718, -0.74241], [-4.55162, -3.36893, -0.80880], [-1.68429, 1.27658, -3.78838], [5.30635, -3.61861, 8.20954], [5.66689, 2.84341, 4.53827], [4.04672, 4.25898, -1.27658], [-5.53244, -2.10070, -0.73135], [-9.65670, 0.18308, -1.63586], [4.16280, 6.66551, -2.02477], [4.38139, -3.48075, 5.41240], [-0.14816, 3.37561, -3.04758], [9.57242, -0.38239, 0.83455], [-11.06277, -0.19123, -1.24917], [-2.67186, -1.51286, -2.67307], [-6.41311, 1.14579, -0.05128], [1.01270, 0.17287, 2.24990], [5.42724, 4.00542, -1.82158], [-0.23698, 1.12191, 1.78626], [-3.83911, -6.01439, -2.78926], [-2.63502, -4.91453, -2.91439], [4.95654, -2.30306, 7.56489], [3.79253, 1.19704, 4.87384], [-10.53154, 1.71938, -3.43475], [1.00781, 1.63165, -1.26400], [-5.21453, -4.30596, -0.97954], [-4.70140, -5.81861, -3.51271], [-0.28473, 4.20238, -0.92250], [-11.52963, 1.42004, -3.12153], [2.60670, 5.62116, -1.02566], [-11.60868, 0.69785, -0.92443], [5.15683, 6.43712, -2.40393], [-6.20798, -2.27468, 0.20238], [-6.19344, 0.00793, -2.05071], [5.70779, 2.96739, -1.64689], [6.69685, 2.52955, 4.72076], [5.28873, 3.36258, 5.41703], [5.02538, -3.35098, 4.54003], [9.35967, -1.44391, 0.94286], [5.97651, -1.63524, 2.13577], [-0.74285, 1.63331, 2.68872], [-10.38879, 1.45401, -4.48427], [9.82663, -0.17043, -0.20601], [-0.42104, -1.26796, -3.25700], [0.08694, 2.09178, -4.93154], [0.50644, 1.17968, -3.31452], [-5.62378, 1.56774, 0.68656], [-4.14077, -6.10503, -1.68909], [4.64484, -4.40766, 5.91840], [-11.04167, -0.90454, -0.42620], [2.44097, 1.47004, 6.50657], [-3.97876, -3.44474, 0.19089], [0.55473, -1.49311, -0.42855], [8.53560, 1.44578, 1.14034], [1.52306, 2.31295, 0.91550], [4.31785, -1.41293, 5.89436], [4.43182, -4.27361, 8.21692], [-2.55323, -0.18188, -5.39451], [-3.36375, -7.03513, -3.07797], [-1.77198, 3.15926, -1.44331], [-6.27848, -2.09359, -1.62295], [3.53162, 7.00310, -2.84953], [-3.51098, -0.76016, -2.95784], [4.10337, 1.98193, 6.84067], [1.40234, -3.74692, -3.38732], [10.41626, -0.11710, 1.47475], [-4.73687, 0.99999, -1.51601], [3.33980, -3.53036, 5.08886], [-10.42604, 2.79979, -3.31687], [3.04186, 2.97724, 5.79541], [-8.53211, 1.28246, -2.86731], [7.10238, -1.93184, 0.80078], [0.68633, -0.92585, 2.33527], [5.62358, -3.45270, 9.23844], [-1.51491, -2.32470, -4.43973], [4.23598, 7.45801, -1.27700], [-7.15936, 0.45293, 0.46842], [1.36049, 0.58516, 3.26446], [6.15069, 4.65056, -1.31704], [-0.72362, 1.11577, -0.81456], [6.12653, -4.09315, 7.66535], [5.64080, 3.51959, 3.68114], [5.44280, 4.19330, -2.89797], [5.15400, 1.11573, 3.41342], [-0.71009, -0.02944, -5.31362], [7.69519, -1.87811, 2.49040], [-11.57103, -0.65504, -2.09797], [-2.24150, -1.08253, -1.68011], [-0.99570, 0.45354, 1.24509], [-2.47546, 2.01887, -4.19685], [-0.05527, 3.29640, 1.08077], [1.86824, 0.20778, 1.47101], [-1.91454, 1.10386, -2.67991], [-1.79002, -5.34148, -2.24471], [-1.91973, -4.60999, -0.01811], [-0.86603, 4.12147, -3.56295], [0.92179, 3.78238, -3.11732], [-6.94242, 1.99351, -0.63556]],
  "forces_ev_per_angstrom": [[0.7, 0.7, 1.9], [4.7, -3.0, 2.3], [-0.3, 0.6, 1.4], [-1.1, 0.4, 1.6], [0.2, 1.9, 1.8], [-1.0, -3.7, 5.8], [0.2, 0.2, -0.2], [0.1, -0.3, 0.0], [0.2, -0.1, 0.4], [-0.5, -0.1, -0.3], [-1.0, -0.7, -1.5], [0.3, -0.1, -0.1], [-2.4, -1.7, -0.7], [-2.3, 2.7, -2.3], [-0.5, -0.2, 0.2], [0.3, -0.1, 0.6], [-0.1, -0.3, 0.4], [1.0, 1.2, -6.6], [-0.8, -0.3, 0.5], [0.3, -0.3, 0.0], [0.4, 2.2, 0.1], [-0.2, 0.0, 0.1], [-0.1, -0.1, 0.1], [-0.1, 0.4, 0.0], [1.3, -0.1, 0.3], [-0.5, 2.5, -0.8], [0.7, -1.0, 0.1], [-0.5, -0.1, -0.6], [-1.0, 0.0, 0.4], [-0.8, 1.0, -1.1], [-0.1, -0.1, 0.0], [-0.3, 0.4, 0.5], [0.5, 0.4, -0.3], [0.1, -0.1, 0.2], [0.1, -0.3, -0.4], [-0.6, -0.4, 0.4], [-1.5, -0.8, 0.9], [0.6, -0.1, 0.1], [-0.5, 0.1, 0.2], [-0.2, 0.4, -0.2], [-0.5, -0.4, 0.0], [0.1, 0.5, -0.1], [-0.1, 0.0, 0.1], [1.1, 1.9, 0.6], [1.0, -0.7, -0.6], [-0.8, 0.4, 0.1], [0.1, -0.1, -0.1], [1.3, -0.1, -0.2], [1.3, -0.5, -0.5], [-0.5, -2.9, -0.4], [-0.1, 0.7, -0.2], [0.4, 0.0, -0.4], [0.4, 0.1, -0.1], [-1.6, 0.7, 0.7], [1.2, 1.6, 0.3], [1.2, -0.1, 1.3], [-0.7, -1.2, -1.0], [0.2, 0.0, 0.0], [0.1, 0.0, -0.1], [-0.1, -0.1, -0.1], [-0.1, -0.1, 0.1], [1.1, 0.0, -1.5], [0.8, -0.1, 1.5], [-0.2, 0.1, 0.1], [0.1, 0.3, 0.1], [0.0, -0.1, -0.1], [-0.1, -0.3, -0.1], [-0.1, 0.2, 0.0], [0.1, 0.2, -0.1], [0.8, -1.1, -1.3], [-0.2, 0.1, 0.0], [0.2, -0.2, 0.0], [-1.9, -0.7, -0.6], [-0.2, -0.2, 1.7], [-1.0, 1.4, -1.0], [-1.6, -0.6, -1.1], [0.2, 0.2, -1.6], [0.0, 0.2, 0.0], [0.2, 0.1, -0.1], [0.1, -0.1, -0.1], [-1.0, 0.0, -1.5], [0.6, -0.4, -0.8], [0.0, -0.2, 0.0], [-1.9, 0.0, 0.0], [-0.2, -0.1, -0.1], [0.2, -0.1, -0.1], [1.1, 0.1, 1.3], [-0.8, 1.7, 0.5], [1.8, 0.4, -0.1], [1.6, 0.2, 1.3], [0.2, 0.2, -0.1], [1.2, -1.7, 0.3], [-0.1, 0.1, 0.0], [-0.8, -0.2, 0.4], [0.1, -0.2, -0.1], [-1.2, -1.3, 0.6], [0.1, -0.2, -0.2], [-0.2, 0.0, -0.1], [0.1, 0.0, 0.1], [-0.2, 0.0, 0.0], [0.1, -0.1, 0.1], [0.5, 1.6, 0.2], [-0.1, 0.1, -0.1], [0.5, 1.2, 1.0], [0.2, 0.2, -0.2], [1.1, 1.3, -0.7], [-0.2, -1.1, -1.7], [0.0, 0.0, -0.2], [1.3, 1.3, 0.1], [-0.1, -0.1, 0.0], [0.2, 0.1, 0.1], [0.1, 0.1, 0.1], [0.1, 0.2, -0.1], [-1.7, -0.1, 0.9], [0.0, -0.1, -0.2], [-0.1, 0.1, 0.1], [-1.0, -0.8, -1.5], [0.9, 1.2, 0.7], [1.3, -1.2, 0.6], [0.6, -1.4, -0.3], [-1.4, 0.1, 1.3], [0.1, 0.0, -1.6], [-1.3, 1.1, -1.4], [0.6, 0.5, -0.8], [1.2, -1.1, 0.6], [-1.5, -0.5, 0.2], [0.8, -1.3, 1.2]]
}